DFT (ωB97M-V/def2-TZVPD) results for a molecular structure, C12H17AuN3O4S.

Geometry (Å):
Au  0.82  -0.47  1.01
S  -0.58  1.49  1.24
O  -0.60  -2.19  0.72
O  -0.88  -4.33  0.91
O  5.05  -0.56  1.38
O  2.97  0.21  1.18
N  -1.37  2.61  -1.01
N  -2.74  0.91  -0.22
N  2.00  -2.25  1.07
C  3.32  -2.14  1.14
C  -1.67  1.67  -0.16
C  3.54  -4.50  0.98
C  4.15  -3.25  1.10
C  3.78  -0.71  1.24
C  -0.36  4.82  -1.45
C  -0.10  -3.31  0.86
C  -0.14  3.41  -0.96
C  -4.84  1.96  -1.05
C  2.15  -4.60  0.91
C  -3.74  0.93  -1.30
C  1.40  -3.43  0.96
H  -1.13  5.34  -0.89
H  -5.58  1.87  -1.84
H  -3.23  1.11  -2.25
H  0.57  5.38  -1.38
H  0.21  3.41  0.10
H  -4.17  -0.07  -1.35
H  5.36  0.36  1.46
H  -0.66  4.83  -2.50
H  5.22  -3.14  1.16
H  -0.49  -5.21  1.05
H  1.69  -5.57  0.81
H  -4.46  2.98  -1.05
H  0.65  2.92  -1.52
H  4.15  -5.39  0.93
H  -5.35  1.78  -0.11
H  -2.93  0.30  0.56
H  -2.03  2.84  -1.75

Output
* charge: +3
* E_HOMO (alpha / beta): -19.7 / -19.7 eV
* LUMO (alpha / beta): -10.74 / -13.90 eV
* gap between HOMO and LUMO (alpha / beta): 8.98 / 5.76 eV
* F_max: 0.68 eV Å⁻¹
* expectation value of S²: 2.0076
* ΔE to the lowest compared entry with this formula, charge and spin: 7.1 kJ/mol
* calculated total energy: -1465.51443 hartree
* 2S+1: 3